41
Properties=species:S:1:pos:R:3:mulliken_charge:R:1 method="wB97M-V/def2-TZVPD" homo_lumo_gap_ev=3.621 lumo_energy_ev=6.77 charge=-3
V 0.537 -0.442 1.291 1.311
P -0.055 -1.321 3.905 0.926
F -0.058 -2.992 -2.250 -0.238
F 0.792 -4.707 -1.211 -0.294
F 1.940 -3.690 -2.774 -0.312
O 1.665 -1.216 -0.987 -0.014
O -0.280 -2.844 3.958 -0.864
O -0.549 -0.011 0.121 -0.704
O -2.629 -0.895 -2.214 -0.538
O -0.001 -0.755 5.349 -0.869
O 0.510 3.857 -0.059 -0.506
O 1.241 -2.661 0.607 -0.789
O 1.300 -1.266 3.084 -0.628
O -0.929 -0.650 2.793 -0.873
O -1.669 1.974 3.031 -0.446
O 1.565 0.750 1.326 -0.733
C -2.000 -0.999 -3.472 -0.473
C 1.102 -3.484 -1.714 0.841
C 2.489 0.770 -2.005 -1.208
C 1.733 -2.600 -0.616 0.194
C -0.764 4.460 -0.143 -0.514
C -2.750 1.788 3.913 -0.679
C 2.353 -0.732 -2.114 -0.332
H -1.527 1.054 2.680 0.482
H 3.337 -1.226 -2.174 0.274
H 2.893 1.099 -2.979 0.418
H -1.237 -0.216 -3.564 0.195
H 0.544 3.245 0.690 0.313
H 1.520 1.256 -1.904 0.219
H -2.740 -0.717 -4.239 0.303
H -2.918 2.694 4.509 0.224
H -1.129 4.841 0.816 0.224
H 2.807 -2.892 -0.572 0.112
H -0.693 5.272 -0.868 0.230
H -3.690 1.732 3.335 0.237
H 1.851 -1.022 -3.049 0.228
H -2.624 0.908 4.541 0.273
H -1.479 3.702 -0.480 0.230
H -1.661 -2.000 -3.734 0.176
H 3.195 1.158 -1.276 0.293
H -1.991 -1.223 -1.552 0.311